Record 1
{"formula": "C16H29AgB2FNO3P", "method": "ωB97M-V/def2-TZVPD", "charge": 1, "e_homo_ev": -10.3, "fmax_ev_per_a": 3.12, "e_lumo_ev": -6.45, "multiplicity": 1, "homo_lumo_gap_ev": 3.87, "elements": ["C", "C", "C", "C", "P", "C", "C", "O", "C", "C", "C", "C", "C", "C", "B", "C", "O", "B", "N", "O", "C", "F", "C", "C", "H", "H", "H", "H", "H", "H", "H", "H", "H", "H", "H", "H", "H", "H", "H", "H", "H", "H", "H", "H", "H", "H", "H", "H", "H", "H", "H", "H", "H", "Ag"], "xyz": [[-3.46521, -2.22208, 0.50721], [-1.99410, -1.67955, 0.16482], [-1.91239, -0.19092, 0.65075], [-1.83935, -0.24068, 2.25415], [-0.58278, 0.93197, -0.17354], [0.83616, -0.18970, 0.32709], [1.17216, -1.35541, -0.65429], [0.57600, -1.68843, -1.65359], [2.41016, -2.23396, -0.25045], [3.27421, -1.84368, 0.87603], [4.37179, -2.74710, 1.20336], [4.64099, -3.98266, 0.49452], [3.79201, -4.33967, -0.65127], [2.69883, -3.45143, -0.98368], [-1.50072, 0.84066, -1.90530], [-3.04274, 1.20171, -2.15857], [-0.79546, 0.48195, -3.09028], [-1.34854, 2.34648, 0.94040], [-0.78733, 2.76499, 2.24572], [-2.50783, 3.08730, 0.50335], [0.62374, 2.14285, -1.06215], [1.68436, 1.48903, -1.78960], [1.28309, 3.31662, -0.28283], [2.14487, 2.98665, 0.99599], [-3.66877, -2.25676, 1.60147], [-3.57341, -3.22858, 0.03106], [-4.19252, -1.54212, -0.02445], [-1.30282, -2.32958, 0.76643], [-1.85873, -1.88016, -0.92389], [-2.93137, 0.27052, 0.46393], [-2.04445, -1.28372, 2.62823], [-2.64470, 0.38780, 2.73161], [-0.83880, 0.03426, 2.66761], [0.69802, -0.69341, 1.32891], [1.82106, 0.34332, 0.45562], [3.12679, -0.92277, 1.47379], [5.03902, -2.49466, 2.06063], [5.46492, -4.66446, 0.78900], [3.95546, -5.27299, -1.23646], [2.03799, -3.70217, -1.84280], [-3.63829, 1.49397, -1.26488], [-3.53503, 0.25963, -2.57829], [-3.10566, 1.96284, -3.00226], [-1.44132, 0.05705, -3.69522], [-0.61462, 3.77185, 2.28805], [-1.45805, 2.55433, 2.99712], [-2.19974, 3.74259, -0.15361], [0.01795, 2.64090, -1.89305], [2.05029, 3.72910, -1.00948], [0.63199, 4.22530, -0.11469], [1.71438, 2.15845, 1.62323], [3.19058, 2.74778, 0.68783], [2.19600, 3.87064, 1.69137], [-2.62805, 0.59612, -5.05468]], "atomic_forces_ev_per_a": [[0.64, 0.29, -1.19], [-1.60, -0.62, 0.90], [-1.13, -1.20, 1.17], [-0.18, -0.28, 0.09], [0.33, -0.46, 0.11], [1.20, -0.90, 0.40], [1.33, -1.31, 0.25], [-0.37, 0.87, 0.53], [1.24, 0.17, 1.28], [0.50, -2.65, -1.56], [-0.56, -0.21, -0.54], [-1.97, 0.99, -1.27], [-0.24, 1.94, 1.59], [0.61, 0.14, 0.67], [-0.23, -0.29, -1.50], [-0.15, -0.67, -0.47], [-0.82, 0.26, 1.27], [-0.72, 2.14, 0.72], [-0.31, -0.86, -0.14], [1.63, -0.55, -0.45], [0.99, 1.61, -1.07], [-0.86, 0.20, 0.75], [1.48, 0.80, -0.24], [-0.30, -0.06, 0.43], [0.05, 0.00, -0.92], [-0.04, 0.66, 0.71], [0.49, -0.66, 0.77], [-0.20, 0.69, -0.84], [0.29, 0.46, 0.73], [1.06, -0.31, -0.22], [0.23, 0.99, -0.48], [0.95, -0.40, -0.47], [-0.79, 0.02, -0.31], [-0.28, 0.57, -1.00], [-1.20, -0.14, -0.35], [0.12, -0.82, -0.53], [-0.67, -0.17, -0.81], [-0.65, 0.74, -0.14], [-0.12, 0.94, 0.60], [0.56, 0.25, 0.80], [0.27, 0.09, -0.92], [0.42, 0.55, 0.50], [0.05, -0.26, 1.03], [0.74, -0.51, 0.61], [-0.25, -0.26, -0.09], [0.43, 0.11, -0.24], [-0.55, -0.37, 0.16], [0.39, -0.41, 0.77], [-0.97, -0.35, 0.53], [0.11, -1.26, -0.05], [0.45, 0.80, -0.69], [-0.84, 0.00, 0.31], [-0.04, -0.76, -0.82], [-0.51, 0.46, -0.35]]}

---

Record 2
{"formula": "C16H29B2F8N3O", "method": "ωB97M-V/def2-TZVPD", "charge": 0, "e_homo_ev": -10.5, "fmax_ev_per_a": 5.67, "e_lumo_ev": -2.76, "multiplicity": 1, "homo_lumo_gap_ev": 7.75, "elements": ["C", "C", "C", "C", "C", "C", "C", "C", "N", "C", "C", "F", "C", "N", "C", "C", "C", "F", "C", "F", "F", "N", "B", "C", "O", "H", "H", "H", "H", "H", "H", "H", "H", "H", "H", "H", "H", "H", "H", "H", "H", "H", "H", "H", "H", "H", "H", "H", "H", "H", "H", "H", "H", "H", "B", "F", "F", "F", "F"], "xyz": [[5.19698, 2.44430, -0.35704], [4.59968, 3.99679, -0.29467], [3.33499, 4.25233, -1.31856], [1.85538, 4.23352, -0.55114], [1.47673, 2.66676, -0.25547], [0.33619, 2.43765, 0.90738], [-0.51082, 1.03951, 0.77107], [-1.12533, 0.59771, -0.69705], [-1.53093, -0.85514, -0.44963], [-3.02449, -1.00397, -0.62045], [-3.22963, -1.98990, -1.95608], [-4.25003, -1.48712, -2.90302], [-0.89815, -1.33004, 0.83632], [-0.92469, -2.52394, 1.51203], [-1.71112, -3.69798, 0.95904], [-1.57732, -5.02851, 1.95299], [-1.69614, -6.45606, 1.13786], [-1.30948, -7.72255, 1.86345], [-2.19413, -6.62737, -0.25700], [-3.62176, -6.35686, -0.65866], [-1.18448, -7.12612, -1.26365], [-0.02653, -0.21893, 1.45678], [1.35054, -0.71269, 1.02845], [1.82243, -1.08180, -0.50195], [2.37897, -0.91298, 2.10596], [6.36768, 2.39781, -0.40515], [4.65043, 1.84514, -1.20736], [4.85088, 1.93442, 0.66445], [5.48622, 4.68426, -0.68750], [4.38920, 4.35057, 0.80823], [3.53488, 5.30792, -1.82892], [3.32688, 3.47030, -2.19695], [1.82379, 4.93183, 0.39100], [1.08804, 4.66007, -1.34118], [1.24560, 2.09438, -1.27267], [2.46905, 2.14939, 0.15815], [0.74870, 2.57656, 2.01560], [-0.45781, 3.31768, 0.77067], [-1.50663, 1.29523, 1.37067], [-1.95536, 1.40595, -0.85887], [-0.44406, 0.77232, -1.65869], [-3.60311, -0.01883, -0.87018], [-3.54593, -1.46477, 0.34587], [-3.36880, -3.12552, -1.64643], [-2.19180, -1.95991, -2.54552], [-0.41614, -2.70292, 2.43005], [-2.85699, -3.46630, 0.88233], [-1.30203, -3.97243, -0.12459], [-0.61582, -4.99812, 2.63448], [-2.51255, -4.98946, 2.69178], [2.04305, -0.08890, -1.12737], [1.04340, -1.68543, -1.13500], [2.81412, -1.70896, -0.48902], [3.10848, -1.49364, 1.68783], [-3.55001, 3.58894, 0.01945], [-4.77954, 4.22162, -0.42967], [-2.52734, 3.73669, -1.00324], [-3.10078, 4.22135, 1.24900], [-3.79250, 2.17614, 0.26174]], "atomic_forces_ev_per_a": [[-1.22, 0.05, 1.42], [1.23, 0.14, -1.08], [-0.05, 0.81, 0.53], [0.14, -0.35, -1.56], [1.23, -0.53, 0.99], [-0.46, 0.68, -0.74], [-2.52, 1.73, 0.11], [1.63, 2.42, 0.47], [-0.06, 0.14, 3.80], [-2.28, -1.77, -1.06], [1.41, 0.18, -0.38], [1.96, -1.32, 2.47], [0.73, 3.30, 0.37], [-1.01, 0.45, -1.65], [-0.34, -1.78, -0.65], [-1.81, -0.50, 0.61], [-1.31, -0.82, -1.59], [0.17, 4.08, -2.50], [1.24, -0.22, 1.57], [5.63, -0.13, 0.64], [-4.48, 0.67, 2.97], [-0.72, -3.21, -2.84], [3.13, -0.33, 1.47], [0.37, 0.00, -1.01], [-1.54, -1.07, -3.62], [-2.41, 0.08, -0.11], [1.42, 1.20, 1.48], [0.92, 0.83, -2.19], [-1.90, -1.33, 0.89], [0.20, -0.86, -2.24], [-0.71, -2.19, 1.13], [0.05, 1.39, 1.81], [0.20, -1.57, -1.73], [1.34, -0.83, 1.78], [0.20, 1.44, 2.17], [-1.92, 1.03, -0.93], [-0.70, -0.55, -2.49], [1.42, -2.12, 0.27], [2.01, -0.52, -1.22], [0.84, -2.13, 0.36], [-1.06, -1.06, 2.26], [1.57, -1.55, 0.72], [1.23, 0.98, -2.14], [-0.44, 2.41, -0.87], [-2.38, 0.10, 1.17], [-0.79, 1.12, -1.77], [2.37, -0.22, 0.13], [-0.83, 0.64, 2.31], [-1.75, -0.40, -1.66], [2.14, 0.00, -1.39], [-0.46, -2.08, 1.43], [1.35, 1.15, 1.21], [-1.82, 1.23, -0.11], [-1.55, 1.64, 1.02], [-0.71, 1.20, 0.07], [1.70, -1.00, 0.58], [-0.79, -0.52, 1.06], [-0.32, -0.98, -1.44], [0.46, 0.84, -0.26]]}

---

Record 3
{"formula": "C16H29BBr2IN2O4S", "method": "ωB97M-V/def2-TZVPD", "charge": 1, "e_homo_ev": -11.5, "fmax_ev_per_a": 4.31, "e_lumo_ev": -3.92, "multiplicity": 1, "homo_lumo_gap_ev": 7.56, "elements": ["C", "C", "Br", "C", "Br", "C", "I", "N", "C", "C", "C", "C", "O", "O", "C", "C", "C", "O", "C", "C", "S", "C", "B", "O", "N", "C", "C", "H", "H", "H", "H", "H", "H", "H", "H", "H", "H", "H", "H", "H", "H", "H", "H", "H", "H", "H", "H", "H", "H", "H", "H", "H", "H", "H", "H", "H"], "xyz": [[0.39266, 3.97476, -1.63435], [-0.46207, 2.68143, -1.71169], [-1.84123, 3.05560, -3.09753], [-1.13174, 2.43145, -0.28943], [-3.01726, 2.92883, -0.18862], [-0.81205, 0.96315, 0.25845], [-1.93378, 0.90435, 2.17381], [0.62566, 0.99376, 0.66926], [1.44377, -0.24682, 0.52581], [2.52072, 0.09248, -0.60021], [3.49729, -1.05693, -0.93672], [4.88132, -0.91155, -0.22202], [5.50558, 0.07265, -0.37799], [5.30996, -1.94086, 0.54846], [2.35653, -0.53299, 1.77600], [1.42564, -0.90431, 3.01836], [2.17792, -1.85011, 4.11931], [1.02779, -2.23431, 3.09154], [0.64860, -1.52965, 0.17485], [-0.18814, -1.23606, -1.10109], [-0.94227, -2.71383, -1.88755], [-1.30386, -0.16673, -0.68875], [-2.69076, -0.91498, -0.23167], [-2.57482, -1.99871, 0.65989], [-4.02653, -0.61890, -0.68906], [-4.97249, -0.07877, 0.28906], [-4.18441, -0.12332, -2.05193], [1.30525, 3.80873, -1.03157], [0.61561, 4.34871, -2.64670], [-0.24969, 4.74768, -1.16850], [0.07215, 1.78883, -2.07569], [-0.61703, 3.11385, 0.42032], [1.12644, 1.75939, 0.19149], [0.66406, 1.27128, 1.66114], [3.10635, 0.93509, -0.16412], [2.03792, 0.51014, -1.50450], [3.73888, -0.96877, -2.01434], [3.10219, -2.07831, -0.80394], [4.63075, -2.63202, 0.58601], [2.92391, 0.36199, 2.09013], [2.96421, -1.43418, 1.65087], [0.73747, -0.12158, 3.41377], [1.82040, -1.07952, 4.90122], [1.78188, -2.68472, 4.73400], [1.25515, -2.44323, 0.15013], [-0.09615, -1.68358, 0.98686], [0.38711, -0.74363, -1.90748], [0.04414, -3.65899, -1.91582], [-1.55772, 0.31206, -1.66266], [-2.97661, -2.77778, 0.24524], [-5.92807, -0.64449, 0.19198], [-5.24790, 0.96506, 0.02898], [-4.67399, -0.17926, 1.34038], [-5.23549, 0.14417, -2.27519], [-3.84311, -0.80821, -2.84542], [-3.62013, 0.83167, -2.17278]], "atomic_forces_ev_per_a": [[-0.65, -0.28, -0.16], [-0.85, 0.94, 0.18], [0.82, -0.50, -0.06], [0.92, -0.50, -0.11], [0.65, -0.07, 0.09], [-2.53, 0.93, -0.09], [0.74, -0.40, 0.17], [0.52, 0.07, 0.60], [3.54, -2.13, -1.21], [-0.37, 0.45, 0.79], [0.56, -0.21, -0.40], [-1.69, -1.08, -0.24], [1.07, 1.19, 0.14], [-0.39, 0.18, -0.29], [-2.89, 0.35, 1.96], [2.39, -2.78, -1.62], [-1.17, 1.60, 0.61], [-1.21, 3.32, 0.30], [-1.78, 1.22, 0.14], [0.47, 0.44, 0.55], [-0.30, -0.13, -0.10], [0.21, -0.74, -1.54], [-0.72, -1.04, 0.88], [0.59, 0.71, -0.46], [1.51, 0.40, -0.20], [-1.88, -0.73, -0.55], [-0.11, 1.44, -0.37], [-0.26, 0.23, -0.30], [0.29, -0.33, 0.51], [0.50, -0.32, -0.06], [-0.14, 0.40, 0.17], [-0.49, -0.23, -0.33], [-0.20, -0.29, -0.20], [-0.27, -0.03, -0.22], [-0.08, -0.43, -0.46], [0.15, -0.44, 0.30], [-0.03, -0.12, 0.55], [-0.20, 0.53, 0.01], [0.33, 0.06, -0.02], [0.15, -0.46, -0.40], [-0.03, 0.55, -0.20], [0.44, -0.70, -0.08], [-0.96, -0.87, -0.16], [1.84, -0.46, -0.14], [0.08, 0.58, -0.11], [0.38, -0.25, -0.45], [0.12, -0.42, 0.55], [-0.08, 0.85, 0.24], [0.07, 0.05, 0.65], [-0.23, 0.27, 0.44], [0.44, 0.33, 0.18], [0.47, -0.38, 0.36], [0.25, 0.09, -0.52], [0.43, -0.38, 0.25], [-0.10, -0.03, 0.59], [-0.35, -0.46, -0.17]]}

---

Record 4
{"formula": "C16H29BrIN3O10P2SSi2", "method": "ωB97M-V/def2-TZVPD", "charge": 0, "e_homo_ev": -8.6, "fmax_ev_per_a": 5.14, "e_lumo_ev": -0.48, "multiplicity": 1, "homo_lumo_gap_ev": 8.07, "elements": ["O", "N", "O", "C", "Si", "C", "C", "O", "I", "O", "Si", "S", "Br", "C", "O", "C", "C", "C", "C", "C", "C", "P", "P", "O", "O", "O", "H", "H", "H", "H", "H", "H", "H", "H", "H", "H", "H", "H", "H", "H", "H", "C", "C", "O", "N", "C", "H", "H", "H", "H", "H", "H", "H", "C", "C", "O", "N", "C", "H", "H", "H", "H", "H", "H", "H"], "xyz": [[-0.04988, -2.57428, 4.10857], [-0.78373, -1.81289, 3.54519], [-2.05603, -2.26057, 3.60251], [-2.84752, -1.82183, 2.46531], [-2.02807, -0.49500, 1.35033], [-1.78715, 1.07241, 2.48189], [-0.27598, 1.29617, 2.93843], [0.74147, 1.17737, 2.23569], [0.01932, 1.93327, 5.03781], [-0.54547, -0.96251, 0.59397], [-0.58154, -2.51309, -0.16127], [-2.13996, -2.78563, -1.62165], [-0.59551, -4.29234, 1.26036], [1.09319, -2.64317, -1.14469], [0.91608, -1.79324, -2.30640], [2.08168, -1.03271, -2.61225], [2.64453, 0.00239, -1.60868], [3.93752, 0.76732, -1.97484], [4.64920, 0.49321, -3.34522], [4.06628, -0.51241, -4.37329], [2.77491, -1.27642, -3.99985], [-3.60949, 0.13673, -0.10476], [-2.59002, 1.26014, -1.71280], [-2.92642, 0.63391, -3.07032], [-0.89687, 1.30775, -1.46661], [-3.22242, 2.86632, -1.64297], [-3.80067, -1.33393, 2.90775], [-3.22202, -2.67601, 1.79895], [-2.44793, 0.94526, 3.40267], [-2.15859, 2.00014, 1.89543], [-1.75720, -3.80588, -2.51273], [1.89611, -2.29918, -0.40948], [1.27142, -3.74755, -1.37741], [2.10392, 0.14351, -0.60444], [4.35061, 1.50546, -1.21612], [5.61283, 1.07450, -3.52153], [4.62169, -0.66544, -5.37133], [2.34464, -2.02717, -4.74863], [-4.24655, -1.03230, -0.67809], [-0.57440, 2.10722, -1.96233], [-3.16469, 3.28112, -2.53322], [2.82606, 1.65134, -9.27695], [3.15475, 1.05990, -7.93342], [4.26010, 0.59474, -7.67900], [2.18003, 1.05040, -6.98324], [0.82458, 1.54571, -7.08518], [3.70146, 1.58624, -9.92439], [2.01000, 1.09500, -9.74313], [2.55467, 2.70362, -9.16829], [2.47628, 0.63733, -6.10801], [0.68199, 2.31209, -6.32007], [0.14145, 0.71614, -6.89038], [0.61211, 1.96782, -8.06518], [-2.80641, 0.63306, 10.46121], [-2.18286, 1.32983, 9.28279], [-2.39436, 2.51003, 9.03752], [-1.35929, 0.60679, 8.47465], [-0.98486, -0.78611, 8.59172], [-3.43427, 1.33830, 11.00712], [-3.43262, -0.19445, 10.12061], [-2.02950, 0.26820, 11.13656], [-0.97983, 1.14280, 7.70649], [0.10185, -0.84178, 8.68616], [-1.29032, -1.30082, 7.67793], [-1.44829, -1.26686, 9.45056]], "atomic_forces_ev_per_a": [[-1.21, 1.86, -0.65], [2.17, -1.48, 0.59], [-1.54, -0.72, -0.74], [-1.66, 0.57, -0.13], [1.67, 0.55, 0.34], [0.51, 0.58, 0.09], [2.47, -0.47, -2.73], [-4.36, 0.49, 2.68], [-0.23, -0.21, -0.71], [-2.57, -2.08, 0.06], [2.13, 0.25, -0.91], [-0.50, -0.23, -0.54], [-0.03, 0.74, -0.34], [-0.58, -0.44, 1.53], [2.34, 0.54, 0.25], [2.86, 1.56, -1.26], [1.50, -0.83, -3.03], [-1.61, -2.79, -2.50], [-2.91, -1.25, 1.40], [-1.31, 0.86, 3.52], [1.35, 2.17, 2.09], [-0.59, 0.56, 0.50], [0.25, -0.23, -4.07], [0.67, 1.56, 3.09], [-2.80, 1.35, -0.30], [1.54, -2.27, 0.10], [1.43, -0.71, -0.73], [0.82, 0.70, 1.28], [0.89, 0.29, -1.21], [0.81, -1.30, 1.05], [0.26, 0.97, 1.38], [-0.76, -0.30, -1.25], [-0.04, 1.48, -0.13], [0.96, -0.13, -1.74], [-0.51, -1.10, -1.29], [-1.53, -1.03, 0.00], [-1.20, 0.22, 1.75], [0.58, 1.20, 1.41], [0.99, 0.73, -0.16], [-0.16, -0.97, 0.62], [-0.07, -0.63, 0.59], [0.10, 0.04, -0.20], [0.33, -0.29, 0.53], [-0.17, 0.09, -0.18], [0.35, 0.04, -0.47], [0.13, -0.24, 0.44], [-0.07, -0.05, 0.21], [-0.06, 0.18, 0.00], [-0.15, -0.08, -0.10], [-0.08, 0.07, -0.03], [-0.25, 0.05, -0.13], [-0.21, 0.20, -0.07], [0.11, -0.06, 0.08], [-0.14, 0.01, 0.17], [0.10, 0.58, -0.39], [-0.02, -0.24, 0.14], [-0.30, 0.12, 0.41], [0.22, 0.27, -0.42], [0.14, -0.01, -0.19], [0.12, -0.08, 0.13], [-0.11, -0.15, -0.04], [-0.07, -0.12, 0.07], [-0.05, -0.29, 0.06], [0.08, -0.26, 0.14], [0.01, 0.13, -0.08]]}

---

| no. | energy (Ha) |
| --- | --- |
| 1 | -1545.060545 |
| 2 | -1714.968379 |
| 3 | -6905.877940 |
| 4 | -6075.327212 |